1.
{
  "formula": "C3H5N3S",
  "method": "ωB97M-V/def2-TZVPD",
  "de_lowest_ev": 3.1467,
  "homo_lumo_gap_ev": 9.48,
  "homo_energy_ev": -9.87,
  "smiles": "CC1=NN=N[C@H]1S",
  "symbols": ["C", "C", "N", "N", "N", "C", "S", "H", "H", "H", "H", "H"],
  "coordinates": [[-1.694096, 0.232183, 0.163994], [-0.321978, 0.756819, 0.112309], [0.333932, 1.755752, 0.582798], [1.671530, 1.577268, 0.368913], [1.964867, 0.517764, -0.145240], [0.741856, -0.270877, -0.382393], [0.904900, -1.892343, 0.484696], [-1.981467, 0.111145, -0.944565], [-2.471603, 0.764953, 0.738109], [-1.603620, -0.815539, 0.559200], [0.437005, -0.503344, -1.320213], [2.018670, -2.233783, -0.217610]],
  "atomic_forces_ev_per_a": [[-0.97, -0.58, -1.20], [2.42, -2.02, 1.48], [-3.43, 0.64, -0.13], [1.56, 1.12, 0.64], [0.38, -2.02, -1.69], [-0.06, 1.60, 3.36], [0.12, 0.52, -0.17], [-0.09, 0.16, 1.66], [0.60, 0.04, -0.46], [-0.27, 0.90, -0.30], [0.18, -0.50, -3.44], [-0.45, 0.14, 0.26]],
  "lowdin_charge": [-0.05, -0.34, 0.07, -0.04, -0.01, -0.60, 0.74, 0.12, 0.09, 0.07, 0.06, -0.12]
}

---

2.
{
  "formula": "CH2FN2O2",
  "method": "ωB97M-V/def2-TZVPD",
  "charge": -1,
  "de_lowest_ev": 1.8972,
  "homo_lumo_gap_ev": 8.74,
  "homo_energy_ev": -4.63,
  "symbols": ["C", "N", "N", "O", "O", "F", "H", "H"],
  "coordinates": [[-0.862120, -0.536637, -2.506258], [-0.392825, -0.289714, -0.589837], [0.691869, -0.754969, -0.176527], [-0.729527, -1.690111, -2.711600], [-1.194687, 0.521575, -2.881331], [2.192010, 0.444986, -0.501791], [-0.925495, 0.513067, 0.012993], [1.018226, -0.323338, 0.728557]],
  "atomic_forces_ev_per_a": [[-0.15, -1.09, 0.24], [-0.89, 1.33, 1.22], [-0.84, 0.52, 0.94], [0.37, -0.64, 0.13], [-0.30, 1.63, -0.07], [0.46, 0.57, 0.03], [1.79, -1.68, -1.49], [-0.45, -0.64, -1.00]],
  "lowdin_charge": [-0.62, -0.09, -0.04, 0.07, 0.08, -0.61, 0.13, 0.07]
}

---

3.
{
  "formula": "C9H14LuN2P",
  "method": "ωB97M-V/def2-TZVPD",
  "de_lowest_ev": 2.3217,
  "homo_lumo_gap_ev": [5.14, 4.87],
  "homo_energy_ev": [-5.14, -5.01],
  "symbols": ["C", "C", "C", "C", "C", "Lu", "P", "H", "H", "H", "H", "H", "H", "H", "H", "C", "C", "N", "C", "C", "N", "H", "H", "H", "H", "H", "H"],
  "coordinates": [[2.027219, -0.181066, 0.377264], [2.664614, -0.815508, 1.473752], [2.519462, -2.223252, 1.293234], [1.851786, -2.478472, 0.083474], [1.485144, -1.224226, -0.499027], [-1.288118, 0.119210, -1.041391], [-1.100780, 2.746990, -1.640927], [1.944053, 0.891257, 0.181908], [3.153929, -0.327777, 2.315649], [2.973732, -2.978370, 1.925314], [1.087979, -1.062485, -1.518630], [1.577184, -3.448497, -0.324344], [-0.706833, 2.878250, -3.047770], [-0.049814, 3.560278, -1.078845], [-2.181014, 3.704094, -1.638912], [-1.855368, -3.118670, 1.093015], [-2.789832, -2.029973, 0.796556], [-2.469033, -0.783459, 0.401238], [-3.697802, -0.074767, 0.247949], [-4.700883, -0.897904, 0.622520], [-4.109452, -2.115800, 0.964108], [-1.879324, -3.328739, 2.176586], [-2.154656, -4.026667, 0.541416], [-0.837984, -2.825089, 0.798712], [-3.687471, 0.983605, 0.067835], [-5.764973, -0.730921, 0.642233], [-4.573953, -2.944707, 1.338227]],
  "atomic_forces_ev_per_a": [[-0.46, -0.88, -0.43], [-0.85, -0.17, -0.78], [0.28, 0.39, -0.37], [-0.69, 0.53, 0.05], [0.29, 0.93, 0.81], [1.73, -0.13, -0.57], [0.79, 1.19, -1.03], [0.21, -0.24, 0.11], [-0.14, -0.10, -0.29], [-0.17, 0.05, 0.01], [0.46, -0.19, 0.32], [0.25, 0.11, 0.08], [-0.40, 0.01, 0.80], [-0.52, -0.06, -0.14], [0.69, -0.55, 0.04], [0.41, -0.56, 0.13], [0.24, 1.21, -0.32], [-1.81, -0.97, 0.97], [0.69, -0.78, 0.87], [-0.18, -0.53, 0.06], [-0.95, 0.24, -0.05], [0.15, -0.02, -0.39], [0.23, 0.30, 0.27], [-0.16, -0.16, 0.16], [-0.32, -0.05, -0.13], [0.08, -0.11, 0.15], [0.15, 0.56, -0.34]],
  "lowdin_charge": [-0.23, -0.18, -0.19, -0.23, -0.32, 0.94, 0.48, 0.04, 0.07, 0.07, 0.00, 0.07, -0.11, -0.12, -0.12, 0.00, -0.40, -0.18, -0.23, -0.07, 0.12, 0.10, 0.10, 0.07, 0.04, 0.12, 0.18]
}

---

Values of largest force on an atom, in order: 3.718; 2.875; 2.276, all in eV/Å.